--- a ---
2 unconnected molecules or ions with the total composition C4H14O2Si2, computed with ωB97M-V with the def2-TZVPD basis set.

Geometry (Å):
Si: 2.446 -0.441 -0.102
Si: -1.326 -0.071 -0.124
O: 2.474 -1.764 -0.926
O: -0.931 1.482 -0.337
C: 2.528 1.449 -0.527
C: 2.309 -0.619 1.841
C: -1.574 -0.933 -1.762
C: -3.117 -0.156 0.719
H: -3.711 -0.608 -0.005
H: -0.162 -0.552 0.816
H: -3.633 0.735 0.876
H: -2.640 -0.883 -1.999
H: 3.306 1.715 -1.209
H: 1.783 0.239 2.227
H: 2.511 2.161 0.356
H: 1.708 1.514 -1.176
H: -1.314 -1.919 -1.680
H: -1.553 2.173 -0.418
H: 3.271 -0.722 2.334
H: -1.048 -0.520 -2.534
H: -3.109 -0.807 1.560
H: 1.781 -1.473 2.070

The calculation puts the LUMO energy at 0.52 eV. Its multiplicity is 1. The total charge is 0.


--- b ---
2 unconnected molecules or ions with the total composition C4H14O2Si2, computed with ωB97M-V with the def2-TZVPD basis set.

Geometry (Å):
Si: 1.816 -2.154 0.213
Si: -0.219 0.815 -0.646
O: 0.718 -0.240 -1.442
O: 0.963 -1.754 1.389
C: 3.241 -1.373 -0.674
C: -1.318 0.106 0.784
C: -1.676 1.681 -1.607
C: 1.035 2.030 0.143
H: 1.434 -3.574 -0.301
H: 3.062 -0.396 -1.144
H: 0.564 2.435 1.019
H: -1.993 2.570 -1.082
H: 3.363 -1.985 -1.533
H: 4.260 -1.241 -0.164
H: -0.709 -0.456 1.514
H: 1.571 2.806 -0.349
H: -1.692 0.921 1.284
H: -2.513 1.032 -1.661
H: 0.865 -0.203 -2.590
H: 1.796 1.278 0.295
H: -1.406 2.115 -2.486
H: -2.119 -0.640 0.373

The calculation puts the LUMO energy at -0.02 eV. Its multiplicity is 1. The total charge is 0.


Energies relative to the most stable structure, in eV: a 0.000; b 0.731.